Molecular formula: C4H32O14
Method: DFT, ωB97M-V with the def2-TZVPD basis set

M = 304.3 g/mol
Electronic energy = -33328.7600 eV
Frontier orbital gap = 9.9 eV
Energy relative to the best compared isomer or geometry (same formula, charge and spin) = 518.5 kJ/mol

Geometry as ORCA input:
```
! RIJCOSX wB97M-V def2-TZVPD def2/J DEFGRID3
* xyz 0 1
O 0.569 -2.301 0.699
C 1.386 -1.345 0.713
O 0.706 -0.161 0.367
C 2.757 -1.378 1.156
C 3.268 -2.855 0.826
C 3.193 -3.239 -0.675
H -0.189 -0.216 0.849
H 3.273 -1.099 2.024
H 3.325 -0.660 0.462
H 4.247 -3.139 1.088
H 2.705 -3.661 1.374
H 3.159 -4.322 -0.799
H 4.106 -2.990 -1.302
H 2.334 -2.920 -1.154
H -1.050 2.665 -1.768
H -1.896 3.438 -0.726
O -1.842 3.089 -1.545
H 1.231 -1.855 -3.791
H 0.564 -2.996 -4.561
O 1.061 -2.766 -3.667
H 1.046 -4.756 0.385
H 0.710 -4.689 -1.042
O 0.822 -5.255 -0.299
H -3.282 0.226 -1.969
H -4.716 0.477 -1.506
O -3.934 -0.032 -1.331
H -2.758 2.593 2.917
H -1.242 2.268 3.149
O -2.120 2.055 3.325
H 0.125 1.220 -1.887
H 0.277 1.808 -0.480
O 0.443 2.003 -1.409
H -2.128 0.962 1.317
H -2.091 0.305 0.132
O -1.449 0.981 0.561
H -1.410 -2.484 -1.738
H -2.668 -1.707 -1.781
O -2.139 -2.229 -2.354
H -1.308 -0.934 3.015
H -2.530 0.029 2.956
O -2.067 -0.608 2.523
H 0.213 3.172 3.383
H 1.837 3.264 3.145
O 0.902 3.612 2.962
H 2.599 4.356 -1.687
H 1.770 3.201 -1.660
O 2.290 3.702 -2.268
H -0.804 4.960 1.074
H -2.227 4.934 0.838
O -1.598 4.342 0.890
*
```



Molecular formula: C4H33NO16
Method: DFT, ωB97M-V with the def2-TZVPD basis set

M = 351.3 g/mol
Electronic energy = -38924.1941 eV
Frontier orbital gap (spin up / spin down) = 9.5 / 4.7 eV

Geometry as ORCA input:
```
! RIJCOSX wB97M-V def2-TZVPD def2/J DEFGRID3
* xyz 1 2
O 2.797 1.108 -1.748
C 1.708 0.676 -1.580
C 0.995 0.252 -0.210
C 1.975 -0.684 0.496
N -0.190 -0.429 -0.696
C -1.337 0.393 -0.736
O -2.181 -0.122 -1.660
O -1.494 1.529 -0.375
H 1.165 0.326 -2.497
H 0.805 1.198 0.318
H 1.669 -1.201 1.408
H 2.800 0.016 0.645
H 2.397 -1.448 -0.165
H -0.417 -1.384 -0.393
H -1.850 -1.020 -1.986
H 1.661 -2.415 -2.308
H 3.084 -2.036 -2.827
O 2.579 -2.681 -2.289
H -1.449 -3.412 -2.224
H -2.937 -2.601 -2.357
O -1.974 -2.648 -2.547
H -2.268 3.253 -2.200
H -2.549 4.121 -1.040
O -2.082 4.175 -1.876
H -0.407 -3.921 -0.646
H 0.343 -4.976 -1.619
O -0.473 -4.564 -1.345
H 0.313 0.920 3.216
H 0.501 -0.356 4.060
O 0.017 -0.014 3.293
H -1.347 -3.946 1.903
H -2.625 -3.568 1.053
O -2.013 -4.282 1.290
H -0.819 -0.914 2.137
H -2.151 -1.606 2.175
O -1.261 -1.712 1.773
H -2.097 3.394 2.463
H -2.423 2.434 1.422
O -2.358 3.382 1.537
H 3.862 -0.485 -2.380
H 3.564 0.089 -3.757
O 4.118 -0.565 -3.297
H 0.008 3.042 3.696
H 1.004 2.677 2.550
O 0.798 2.524 3.483
H -3.444 0.321 2.699
H -4.506 -0.154 1.654
O -3.590 -0.259 1.944
H -0.144 3.275 -0.967
H 1.201 3.852 -0.285
O 0.712 3.069 -0.538
H 3.204 1.789 0.350
H 3.515 3.088 0.107
O 3.593 2.503 0.877
*
```



Molecular formula: C4H34N2O15
Method: DFT, ωB97M-V with the def2-TZVPD basis set

M = 350.3 g/mol
Electronic energy = -38394.3266 eV
Frontier orbital gap = 9.1 eV
Energy relative to the best compared isomer or geometry (same formula, charge and spin) = 173.5 kJ/mol

Geometry as ORCA input:
```
! RIJCOSX wB97M-V def2-TZVPD def2/J DEFGRID3
* xyz 0 1
C -1.515 -1.197 -3.631
N -1.681 -0.973 -2.253
C -1.634 -2.158 -1.391
C -0.935 0.143 -1.701
C 0.591 0.260 -1.835
N 1.051 0.659 -3.044
O 1.353 -0.040 -0.929
O -1.344 -0.235 -4.339
H -1.611 -2.263 -3.921
H -1.707 -1.948 -0.313
H -0.684 -2.622 -1.621
H -2.472 -2.788 -1.740
H -1.391 1.101 -2.026
H -1.184 0.173 -0.579
H 0.374 0.856 -3.782
H 2.021 0.878 -3.231
H -0.666 2.888 -0.362
H 0.295 3.922 -0.827
O -0.483 3.410 -1.155
H 0.746 -3.692 -0.538
H 2.186 -2.962 -0.746
O 1.490 -3.519 -1.116
H 2.520 1.196 -0.557
H 3.134 1.503 0.741
O 3.267 1.706 -0.200
H -1.365 2.327 1.801
H -1.875 0.926 1.673
O -1.038 1.413 1.709
H 0.029 -0.921 4.557
H -0.296 0.347 3.713
O 0.129 0.033 4.518
H 1.347 -2.112 -4.006
H 0.845 -3.082 -2.808
O 0.595 -2.467 -3.523
H -1.957 -2.034 3.275
H -0.524 -2.558 2.880
O -1.470 -2.510 2.601
H 2.422 3.218 -0.410
H 2.438 4.650 -0.918
O 1.978 4.091 -0.284
H 1.583 -1.047 0.905
H 3.092 -1.394 1.394
O 2.275 -1.718 1.014
H -4.661 1.017 1.231
H -3.610 0.025 0.799
O -3.706 0.907 1.179
H -2.777 3.930 1.483
H -1.477 4.621 1.005
O -1.844 4.060 1.698
H 1.323 -3.674 3.435
H 1.455 -2.462 2.383
O 1.111 -2.756 3.253
H 1.721 0.732 2.833
H 0.859 1.333 1.845
O 1.677 0.806 1.858
*
```